Entry from the Open Molecules 2025 dataset: a molecular structure, C16H15FeNO5S (ωB97M-V/def2-TZVPD).

## Properties
- multiplicity = 5
- orbital gap (spin up / spin down) (eV) = 6.55 / 6.84
- highest occupied orbital energy (spin up / spin down) (hartree) = -0.2317 / -0.3395
- E_LUMO (spin up / spin down) (Eh) = 0.009 / -0.088
- calculated total energy (eV) = -73777.5923

Last column: natural (NBO) charge in e.
CARTESIAN COORDINATES (ANGSTROEM)
O 4.58242 -2.24579 -0.56263  -0.490
C 4.46444 -1.17295 -1.00359  0.546
Fe 4.34618 0.50321 -1.46355  0.049
C 5.35168 1.14417 -0.15928  0.531
O 6.02652 1.30222 0.77548  -0.463
C 5.53041 0.42273 -2.74536  0.515
O 6.58245 0.26194 -3.22051  -0.471
C 1.18638 0.31796 0.00023  0.032
C 1.35562 -0.54314 -1.19831  -0.515
C 2.43748 -0.02257 -2.15504  -0.271
C 2.66673 1.38607 -2.19822  -0.313
C 2.80981 1.95573 -0.88951  -0.301
C 1.96574 1.40783 0.17779  -0.274
H 0.38360 -0.09705 0.89867  0.302
H 1.61660 -1.57373 -0.89808  0.229
H 0.40043 -0.64695 -1.76050  0.235
H 2.53777 -0.63440 -3.05930  0.234
H 2.81190 1.94773 -3.12367  0.249
H 3.24089 2.95918 -0.76606  0.237
H 1.98285 1.95354 1.13289  0.236
C -6.06863 0.13947 -0.28137  -0.633
C -4.76617 -0.14043 0.41573  0.008
C -3.99855 0.91801 0.91008  -0.238
C -2.82028 0.67987 1.61205  -0.118
C -2.39314 -0.63627 1.79714  -0.378
S -0.89046 -0.94990 2.73134  2.291
N 0.16622 -1.08065 1.48398  -0.959
O -0.70478 0.23369 3.53799  -0.940
O -0.97477 -2.24331 3.36338  -0.917
C -3.11887 -1.70552 1.27121  -0.160
C -4.30014 -1.44936 0.58071  -0.221
H -6.53288 -0.79190 -0.61891  0.217
H -6.77846 0.65519 0.37959  0.226
H -5.91356 0.78465 -1.15532  0.223
H -4.33330 1.94434 0.75247  0.215
H -2.23844 1.50672 2.01239  0.232
H 1.02473 -1.49436 1.85292  0.401
H -2.75748 -2.72129 1.40616  0.239
H -4.88090 -2.27469 0.16700  0.216

***

Entry from the Open Molecules 2025 dataset: a molecular structure, C16H15HfN4O4S (ωB97M-V/def2-TZVPD).

## Properties
- multiplicity = 1
- orbital gap (eV) = 5.38
- total charge = +3
- energy relative to the best compared isomer or geometry (same formula, charge and spin) (kcal per mole) = 0.0
- highest occupied orbital energy (hartree) = -0.6008
- E_LUMO (Eh) = -0.403
- calculated total energy (eV) = -43103.8592

Last column: natural (NBO) charge in e.
CARTESIAN COORDINATES (ANGSTROEM)
Hf -0.09171 -1.48011 0.31973  2.463
C -4.49712 -2.01151 -1.03801  -0.721
C -3.04340 -1.76913 -0.86091  0.404
N -2.40738 -1.77814 0.26583  -0.427
N -3.07750 -2.06125 1.43847  -0.412
C -2.37705 -2.50255 2.49941  0.382
N -3.00160 -2.77633 3.61570  -0.682
S -0.65749 -2.73759 2.42782  -0.153
C -2.17071 -1.50055 -2.03657  0.131
C -2.66763 -1.34560 -3.30851  -0.161
C -1.78018 -1.12821 -4.36771  -0.057
C -0.42380 -1.07832 -4.11337  -0.191
C 0.01326 -1.22914 -2.80672  0.105
N -0.83374 -1.43501 -1.78349  -0.639
H -4.93837 -2.56117 -0.20974  0.254
H -4.67617 -2.58982 -1.94258  0.288
H -5.02079 -1.05510 -1.14337  0.300
H -4.07000 -1.87006 1.49351  0.434
H -4.00545 -2.69881 3.72553  0.443
H -2.48058 -3.10468 4.41952  0.462
H -3.73029 -1.38729 -3.49975  0.266
H -2.15967 -1.00587 -5.37415  0.279
H 0.29757 -0.92257 -4.90355  0.284
H 1.07093 -1.18442 -2.57161  0.244
O 1.85020 -0.99022 0.17922  -0.787
C 1.57768 0.26213 0.58159  0.698
O 0.23912 0.40030 0.76620  -0.768
C 2.49498 1.25753 0.80140  -0.242
C 3.87946 0.96242 0.59641  -0.036
C 4.84882 1.89812 0.82280  -0.279
C 4.40753 3.15001 1.26217  0.422
O 5.14590 4.18357 1.54271  -0.379
C 4.26376 5.26467 1.96788  0.223
O 2.94292 4.73594 1.88704  -0.447
C 3.03697 3.46101 1.46748  0.291
C 2.06296 2.55472 1.25093  -0.201
H 4.15464 -0.02912 0.26377  0.250
H 5.90164 1.70032 0.68206  0.279
H 4.38906 6.09713 1.28000  0.212
H 4.51451 5.52399 2.99364  0.212
H 1.01873 2.78070 1.40926  0.257